88
Properties=species:S:1:pos:R:3 method="wB97M-V/def2-TZVPD" molar_mass_da=647.05 e_tot_ha=-3155.6958 orbital_gap_ha=0.0891 e_homo_ev=-4.76
C -0.199 0.677 -3.622
B 1.026 -0.172 -3.089
O 1.837 -0.685 -4.077
C 1.447 -0.411 -1.547
C 2.802 -1.137 -1.465
C 3.014 -2.546 -2.054
C 2.041 -3.378 -2.835
N 4.145 -3.065 -1.887
C 1.775 1.048 -0.996
C 2.077 2.229 -1.932
C 3.415 2.168 -2.672
C 3.905 3.559 -3.069
O 3.084 4.112 -4.090
C 0.851 1.377 0.299
C 1.845 1.059 1.432
B 1.292 1.117 2.924
O 0.397 2.054 3.397
O 1.725 0.169 3.830
N 0.192 2.639 0.417
C -0.726 3.090 -0.649
C 0.882 3.734 0.971
C -0.001 4.770 1.654
O 2.062 3.897 0.985
C -0.236 0.300 0.018
C -1.277 0.119 1.128
C -2.617 -0.448 0.684
C -3.530 -0.484 1.911
C -4.887 -1.103 1.550
S -6.118 -0.333 2.616
O -6.216 1.034 2.216
O -7.316 -1.061 2.695
Cl -5.250 -0.358 4.501
N 0.361 -0.948 -0.606
Cl -0.840 -1.768 -1.655
B 0.707 -2.118 0.377
O 0.627 -3.394 -0.105
N 1.068 -1.934 1.758
C 2.475 -2.425 1.941
C 0.207 -2.723 2.670
H -1.042 0.795 -2.944
H 0.092 1.645 -4.025
H -0.586 0.132 -4.483
H 2.319 0.013 -4.543
H 3.502 -0.505 -2.001
H 3.199 -1.167 -0.448
H 2.524 -3.824 -3.693
H 1.748 -4.211 -2.201
H 1.126 -2.889 -3.147
H 4.751 -2.434 -1.358
H 2.762 0.907 -0.580
H 1.266 2.572 -2.568
H 2.233 3.067 -1.250
H 4.176 1.714 -2.037
H 3.380 1.557 -3.582
H 3.808 4.218 -2.209
H 4.939 3.479 -3.404
H 2.713 3.401 -4.626
H 2.685 1.751 1.383
H 2.286 0.081 1.304
H -0.416 2.065 2.870
H 0.914 -0.209 4.204
H -1.770 3.070 -0.336
H -0.465 4.098 -0.956
H -0.625 2.476 -1.534
H 0.024 5.714 1.119
H 0.331 4.881 2.677
H -1.030 4.418 1.718
H -0.904 0.552 -0.803
H -1.484 1.141 1.449
H -0.885 -0.382 2.012
H -3.072 0.231 -0.040
H -2.566 -1.476 0.343
H -3.053 -1.175 2.609
H -3.589 0.473 2.428
H -5.131 -0.948 0.508
H -4.838 -2.177 1.834
H -0.144 -3.870 0.242
H 3.123 -1.575 2.158
H 2.880 -2.909 1.051
H 2.522 -3.058 2.815
H -0.848 -2.488 2.542
H 0.468 -2.436 3.688
H 0.403 -3.794 2.618
C -6.728 -4.312 1.511
O -5.417 -4.073 1.288
H -7.453 -3.668 0.949
H -7.089 -5.341 1.261
H -7.083 -4.191 2.564

=====

79
Properties=species:S:1:pos:R:3 method="wB97M-V/def2-TZVPD" molar_mass_da=678.60 e_tot_ha=-5358.7420 charge=-1 orbital_gap_ha=0.2011 e_homo_ev=-5.24
C -1.429 -4.273 2.262
C -1.864 -3.343 3.517
C -2.041 -1.847 2.911
C -3.044 -0.975 3.802
C -2.641 0.562 3.975
C -1.105 0.826 4.347
C -0.256 1.208 3.015
C 0.317 2.707 3.029
C 1.922 2.809 3.023
C 2.603 2.566 1.590
C 3.761 1.430 1.607
C 4.453 1.368 0.159
C 4.936 -0.090 -0.289
C 3.715 -0.923 -0.897
C 3.596 -0.819 -2.507
C 2.540 -1.982 -2.922
C 2.154 -1.980 -4.471
C 1.069 -0.887 -4.909
C 0.394 -0.084 -3.710
C -1.054 0.471 -4.232
Nb -2.699 0.078 -2.688
S -2.143 -2.355 -2.505
C -3.546 2.188 -2.865
C -2.730 3.301 -2.086
O -1.533 3.582 -2.261
Br -3.750 4.372 -0.730
P -1.185 0.713 -0.714
S -0.219 -0.837 0.064
S -4.569 -0.354 -0.969
O -5.899 -0.610 -1.632
O -4.199 -1.586 -0.177
F -4.654 0.915 0.186
H -1.139 -5.313 2.626
H -0.548 -3.768 1.722
H -2.290 -4.294 1.501
H -1.014 -3.292 4.290
H -2.854 -3.675 3.966
H -2.465 -1.966 1.858
H -0.990 -1.423 2.817
H -4.055 -0.986 3.250
H -3.236 -1.519 4.792
H -3.262 0.959 4.862
H -2.983 1.193 3.076
H -0.955 1.638 5.132
H -0.681 -0.166 4.740
H -0.970 1.087 2.139
H 0.641 0.501 2.953
H -0.087 3.234 2.095
H -0.092 3.282 3.930
H 2.388 2.091 3.773
H 2.182 3.872 3.381
H 1.810 2.281 0.818
H 3.106 3.541 1.239
H 4.520 1.765 2.385
H 3.283 0.421 1.854
H 3.705 1.735 -0.618
H 5.326 2.121 0.186
H 5.386 -0.582 0.653
H 5.792 -0.053 -1.053
H 2.747 -0.550 -0.423
H 3.819 -2.024 -0.572
H 3.285 0.211 -2.870
H 4.601 -1.176 -2.929
H 1.657 -2.016 -2.204
H 3.121 -2.963 -2.738
H 3.118 -1.886 -5.094
H 1.739 -3.024 -4.721
H 0.266 -1.446 -5.518
H 1.552 -0.167 -5.668
H 1.028 0.842 -3.518
H 0.157 -0.700 -2.790
H -1.035 1.574 -4.511
H -1.401 -0.093 -5.177
H -3.808 -0.376 -4.086
H -2.046 -2.746 -1.170
H -3.554 2.474 -3.980
H -4.646 2.268 -2.534
H -1.864 1.352 0.383
H -0.160 1.614 -1.170

=====

81
Properties=species:S:1:pos:R:3 method="wB97M-V/def2-TZVPD" molar_mass_da=741.40 e_tot_ha=-2484.3693 orbital_gap_ha=0.3207 e_homo_ev=-8.74
C 2.913 0.936 -2.878
C 2.299 -0.118 -1.901
O 1.414 -0.945 -2.673
C 0.192 -1.218 -2.031
C -1.010 -0.373 -2.600
P -1.757 -1.082 -4.164
N -2.335 0.000 -5.157
C -2.236 -0.187 -1.648
O -2.932 -1.019 -1.215
O -2.437 1.138 -1.349
C -1.891 1.918 -2.458
C -1.757 3.351 -1.893
I -2.109 3.780 0.171
C -1.432 4.324 -2.735
C -1.218 4.056 -4.230
I -1.214 6.367 -2.096
C -0.596 1.136 -2.718
F 0.029 1.252 -3.942
H 2.925 0.439 -3.863
H 2.284 1.833 -2.989
H 3.917 1.225 -2.527
H 3.127 -0.678 -1.430
H 1.769 0.407 -1.081
H 0.241 -1.122 -0.931
H -0.057 -2.277 -2.256
H -2.823 -1.957 -3.811
H -0.736 -1.853 -4.777
H -1.851 -0.033 -6.052
H -2.685 1.933 -3.223
H -0.979 5.018 -4.711
H -2.131 3.646 -4.699
H -0.386 3.369 -4.445
H 0.015 1.359 -1.823
C -3.058 -3.487 1.215
C -1.825 -4.367 1.091
C -1.514 -4.676 -0.365
O -2.030 -5.588 1.805
H -3.937 -3.989 0.798
H -3.278 -3.279 2.264
H -2.919 -2.540 0.693
H -0.970 -3.868 1.552
H -2.343 -5.217 -0.832
H -0.632 -5.315 -0.442
H -1.334 -3.760 -0.932
H -2.784 -6.041 1.407
C -3.627 -7.351 5.429
C -4.341 -6.011 5.528
C -5.599 -5.991 4.673
O -3.462 -4.970 5.111
H -3.316 -7.549 4.399
H -2.722 -7.348 6.040
H -4.270 -8.168 5.762
H -4.602 -5.810 6.569
H -5.352 -6.145 3.618
H -6.095 -5.022 4.745
H -6.301 -6.767 4.983
H -3.223 -5.136 4.189
C 2.101 7.086 2.119
C 0.795 6.360 1.835
C 0.243 5.706 3.093
O 1.007 5.367 0.833
H 2.863 6.387 2.477
H 2.491 7.542 1.207
H 1.965 7.867 2.869
H 0.063 7.064 1.435
H 0.944 4.962 3.483
H -0.689 5.181 2.874
H 0.051 6.446 3.872
H 1.653 4.736 1.172
C 7.623 2.424 -0.365
C 6.297 1.731 -0.639
C 5.733 1.094 0.623
O 6.482 0.727 -1.637
H 8.368 1.708 -0.008
H 8.019 2.867 -1.280
H 7.511 3.211 0.383
H 5.581 2.452 -1.037
H 6.416 0.335 1.012
H 4.787 0.592 0.408
H 5.563 1.841 1.401
H 7.113 0.083 -1.295

=====

Repeat the third record exactly.
81
Properties=species:S:1:pos:R:3 method="wB97M-V/def2-TZVPD" molar_mass_da=741.40 e_tot_ha=-2484.3693 orbital_gap_ha=0.3207 e_homo_ev=-8.74
C 2.913 0.936 -2.878
C 2.299 -0.118 -1.901
O 1.414 -0.945 -2.673
C 0.192 -1.218 -2.031
C -1.010 -0.373 -2.600
P -1.757 -1.082 -4.164
N -2.335 0.000 -5.157
C -2.236 -0.187 -1.648
O -2.932 -1.019 -1.215
O -2.437 1.138 -1.349
C -1.891 1.918 -2.458
C -1.757 3.351 -1.893
I -2.109 3.780 0.171
C -1.432 4.324 -2.735
C -1.218 4.056 -4.230
I -1.214 6.367 -2.096
C -0.596 1.136 -2.718
F 0.029 1.252 -3.942
H 2.925 0.439 -3.863
H 2.284 1.833 -2.989
H 3.917 1.225 -2.527
H 3.127 -0.678 -1.430
H 1.769 0.407 -1.081
H 0.241 -1.122 -0.931
H -0.057 -2.277 -2.256
H -2.823 -1.957 -3.811
H -0.736 -1.853 -4.777
H -1.851 -0.033 -6.052
H -2.685 1.933 -3.223
H -0.979 5.018 -4.711
H -2.131 3.646 -4.699
H -0.386 3.369 -4.445
H 0.015 1.359 -1.823
C -3.058 -3.487 1.215
C -1.825 -4.367 1.091
C -1.514 -4.676 -0.365
O -2.030 -5.588 1.805
H -3.937 -3.989 0.798
H -3.278 -3.279 2.264
H -2.919 -2.540 0.693
H -0.970 -3.868 1.552
H -2.343 -5.217 -0.832
H -0.632 -5.315 -0.442
H -1.334 -3.760 -0.932
H -2.784 -6.041 1.407
C -3.627 -7.351 5.429
C -4.341 -6.011 5.528
C -5.599 -5.991 4.673
O -3.462 -4.970 5.111
H -3.316 -7.549 4.399
H -2.722 -7.348 6.040
H -4.270 -8.168 5.762
H -4.602 -5.810 6.569
H -5.352 -6.145 3.618
H -6.095 -5.022 4.745
H -6.301 -6.767 4.983
H -3.223 -5.136 4.189
C 2.101 7.086 2.119
C 0.795 6.360 1.835
C 0.243 5.706 3.093
O 1.007 5.367 0.833
H 2.863 6.387 2.477
H 2.491 7.542 1.207
H 1.965 7.867 2.869
H 0.063 7.064 1.435
H 0.944 4.962 3.483
H -0.689 5.181 2.874
H 0.051 6.446 3.872
H 1.653 4.736 1.172
C 7.623 2.424 -0.365
C 6.297 1.731 -0.639
C 5.733 1.094 0.623
O 6.482 0.727 -1.637
H 8.368 1.708 -0.008
H 8.019 2.867 -1.280
H 7.511 3.211 0.383
H 5.581 2.452 -1.037
H 6.416 0.335 1.012
H 4.787 0.592 0.408
H 5.563 1.841 1.401
H 7.113 0.083 -1.295